Record 1
DFT (the ωB97M-V functional and the def2-TZVPD basis) results for a cluster of 2 separate species, C2H7O2 in total at a distorted geometry.

Each line ends with the natural charge from an NBO analysis.
Positions of all 11 atoms, in Å:
1 O 1.430 -1.311 -1.138  -1.219
2 O -0.500 -1.244 0.399  -0.827
3 C -1.022 -0.004 0.111  -0.029
4 C -0.027 1.173 0.362  -0.658
5 H -1.354 0.023 -0.949  0.120
6 H -0.149 1.959 -0.382  0.182
7 H 0.991 0.791 0.228  0.241
8 H -1.886 0.278 0.729  0.118
9 H 0.480 -1.343 -0.111  0.496
10 H 2.071 -1.826 -0.653  0.405
11 H -0.035 1.503 1.403  0.171

Its relative energy (zero: lowest compared OMol25 entry of this formula, charge and spin) is 0.4084 eV. Its charge is -1. The spin multiplicity is 1. The value obtained for the HOMO-LUMO gap is 8.1094 eV. The LUMO energy is 4.7 eV.

---

Record 2
DFT (the ωB97M-V functional and the def2-TZVPD basis) results for a structure of composition C2H7O2 at a distorted geometry.

Each line ends with the natural charge from an NBO analysis.
Positions of all 11 atoms, in Å:
1 O -2.134 -0.890 -0.892  -1.137
2 O 0.308 -1.181 -0.646  -0.868
3 C 0.852 0.050 -0.361  -0.027
4 C 0.486 0.472 1.096  -0.647
5 H -0.947 -1.049 -0.759  0.490
6 H 1.956 0.001 -0.521  0.107
7 H 0.405 -0.454 1.654  0.211
8 H 0.589 0.880 -1.054  0.096
9 H -0.457 1.017 1.070  0.193
10 H 1.241 1.143 1.531  0.163
11 H -2.299 0.012 -1.117  0.419

Its relative energy (zero: lowest compared OMol25 entry of this formula, charge and spin) is 0.2193 eV. Its charge is -1. The spin multiplicity is 1. The value obtained for the HOMO-LUMO gap is 8.0953 eV. The LUMO energy is 4.6 eV.

---

For the records above, the corresponding HOMO energy values read -3.4, -3.5 eV.